# 1
Molecular formula: C26H66Cl2N5O17P3
Method: DFT, the ωB97M-V functional and the def2-TZVPD basis

Computed properties:
LUMO level = 0.1435 eV
E_tot = -4527.8935 Ha
highest occupied orbital energy = -0.3249 Ha
SMILES = COP(=O)(OC)OC.COP(=O)(OC)OC.COP(=O)(OC)OC.CNC(C)=O.CNC(C)=O.CNC(C)=O.CNC(C)=O.CNC(C)=O.ClCCCl
gap between HOMO and LUMO = 0.3302 Eh

The geometry in XYZ format:
```
119
C26H66Cl2N5O17P3 (the ωB97M-V functional and the def2-TZVPD basis)
C 1.19841 -0.05256 3.12836
O 2.60814 0.16137 2.90603
P 3.45752 -1.10320 2.43812
O 2.71903 -2.20151 1.77399
O 4.69036 -0.44491 1.66101
C 4.98583 -0.86914 0.32102
O 4.20884 -1.64052 3.75702
C 4.34239 -3.04822 3.97735
H 0.93739 0.28456 4.13315
H 0.85325 -1.07905 3.06324
H 0.72998 0.67588 2.46148
H 4.71906 -1.91798 0.15917
H 6.07050 -0.85903 0.23384
H 4.43165 -0.24417 -0.37743
H 4.91595 -3.47339 3.14491
H 3.36042 -3.50644 3.84087
H 4.82325 -3.26045 4.92343
C -2.71147 -2.98398 6.81486
O -2.79660 -3.01942 5.39635
P -2.54106 -1.67467 4.57969
O -1.23126 -1.05525 4.80915
O -2.95899 -2.08349 3.10793
C -2.16255 -1.56305 2.04199
O -3.73127 -0.71045 5.03667
C -3.53346 0.35694 5.93533
H -3.40896 -2.22533 7.19447
H -1.71157 -2.66100 7.10662
H -3.04797 -3.91261 7.26373
H -1.67215 -2.37329 1.51228
H -1.40894 -0.84813 2.37875
H -2.73883 -0.93913 1.35561
H -3.37770 1.29917 5.39882
H -2.72215 0.27650 6.65753
H -4.47584 0.51471 6.46491
C -5.13929 -1.91091 -1.58868
O -5.10668 -0.97466 -2.67903
P -3.76011 -0.43236 -3.28467
O -2.95535 0.33898 -2.33272
O -3.07046 -1.74390 -3.91367
C -1.65321 -1.78390 -4.04865
O -4.23246 0.31472 -4.63212
C -4.89823 1.55891 -4.50386
H -4.22635 -2.50499 -1.67210
H -6.00198 -2.55082 -1.77438
H -5.28158 -1.44652 -0.61458
H -1.21945 -2.04031 -3.07755
H -1.19218 -0.86974 -4.42256
H -1.44311 -2.62648 -4.70726
H -5.75275 1.60137 -5.17664
H -4.21474 2.40525 -4.57655
H -5.36984 1.69438 -3.52014
C 3.44546 2.41786 0.30198
N 2.67986 3.50396 0.88626
C 3.03958 4.01632 2.08706
C 2.07790 4.99862 2.71530
O 4.10719 3.77590 2.63649
H 3.59286 2.55063 -0.77158
H 2.88507 1.49408 0.44774
H 4.46999 2.29760 0.64015
H 1.77915 3.75698 0.49951
H 1.47954 4.43657 3.43072
H 1.42054 5.32767 1.90497
H 2.65084 5.82289 3.12123
C -0.23813 2.45762 -3.26172
N -0.16089 3.73124 -2.57472
C -0.10984 3.96240 -1.25744
C -0.52825 5.36715 -0.88895
O 0.15893 3.11782 -0.39995
H -0.96286 1.74644 -2.87296
H 0.75979 2.04406 -3.42558
H -0.54426 2.59140 -4.30446
H -0.16822 4.53208 -3.17885
H 0.23942 5.88398 -0.30463
H -1.37211 5.36580 -0.20141
H -0.67583 5.94814 -1.79518
C 2.66706 -4.76484 -0.18892
N 2.94264 -6.03905 -0.83195
C 2.70128 -7.21414 -0.20931
C 3.16491 -8.46149 -0.94995
O 2.23834 -7.31251 0.91558
H 2.38369 -4.08097 -1.00008
H 3.52631 -4.27596 0.26820
H 1.81258 -4.69429 0.47907
H 3.02643 -5.97552 -1.82870
H 3.38231 -9.24712 -0.23778
H 4.02484 -8.22775 -1.57789
H 2.34261 -8.73646 -1.61673
C -3.20994 2.05536 0.10570
N -3.80679 2.97400 1.06508
C -5.11257 2.98771 1.40520
C -5.53063 3.98839 2.44412
O -5.94325 2.21499 0.95146
H -3.75898 1.11502 0.08663
H -2.18148 1.75818 0.29537
H -3.31308 2.61216 -0.82606
H -3.18126 3.49197 1.65814
H -4.71991 4.61474 2.82212
H -6.21402 3.62324 3.20257
H -6.13958 4.72476 1.90172
C 0.29078 -0.69956 -0.59574
N 1.23781 0.18645 -1.28203
C 2.23192 -0.13278 -2.14245
C 2.15800 -1.49262 -2.83144
O 3.06969 0.71548 -2.43832
H -0.15504 -0.15499 0.22910
H 0.78164 -1.61082 -0.24386
H -0.46777 -1.08497 -1.28169
H 1.18498 1.12031 -0.89894
H 2.60340 -2.27129 -2.21524
H 2.68165 -1.39706 -3.77928
H 1.11546 -1.67962 -3.09683
Cl 3.16413 0.02831 -5.99763
C 2.74040 1.72003 -5.64526
C 3.40136 2.63530 -6.65901
Cl 2.92246 4.31220 -6.45470
H 3.32280 1.89221 -4.73957
H 1.66813 1.77708 -5.52087
H 3.13396 2.34935 -7.67667
H 4.48359 2.66161 -6.57216
```

These are the Löwdin partial charges, in e, on atoms 1 to 99: -0.10 -0.20 0.42 -0.25 -0.21 -0.07 -0.22 -0.10 0.08 0.07 0.08 0.07 0.09 0.07 0.09 0.08 0.09 -0.09 -0.20 0.39 -0.22 -0.17 -0.09 -0.21 -0.13 0.08 0.09 0.09 0.10 0.06 0.08 0.09 0.09 0.09 -0.06 -0.21 0.39 -0.23 -0.21 -0.10 -0.20 -0.11 0.09 0.09 0.09 0.06 0.09 0.10 0.09 0.09 0.09 -0.07 0.03 -0.56 0.01 0.03 0.08 0.06 0.09 0.08 0.08 0.06 0.08 -0.05 0.04 -0.52 0.01 0.00 0.07 0.06 0.09 0.13 0.08 0.09 0.08 -0.08 0.01 -0.56 -0.01 0.04 0.06 0.07 0.09 0.13 0.08 0.07 0.08 -0.07 0.01 -0.57 -0.01 0.03 0.06 0.07 0.08 0.12 0.07 0.08 0.09

---

# 2
Molecular formula: C27H68F24N5O4P4
Method: DFT, the ωB97M-V functional and the def2-TZVPD basis

Computed properties:
LUMO level = -2.3679 eV
E_tot = -5407.0697 Ha
highest occupied orbital energy = -0.4749 Ha
charge = +1
gap between HOMO and LUMO = 0.3878 Eh

The geometry in XYZ format:
```
132
C27H68F24N5O4P4 (the ωB97M-V functional and the def2-TZVPD basis)
C -6.19869 -9.48095 1.60416
C -5.43041 -8.38068 0.95000
O -5.26018 -8.26351 -0.20761
N -4.73394 -7.38700 1.87294
H -5.26540 -7.23563 2.73317
H -3.81339 -7.74897 2.12758
C -4.45069 -6.07068 1.20129
H -5.71166 -9.97311 2.44293
H -6.47980 -10.19537 0.83700
H -7.15459 -9.05703 1.93893
H -3.50994 -6.15460 0.65825
H -4.16125 -5.34860 1.96699
H -5.23193 -5.70176 0.54847
C -0.97788 -3.28689 1.42141
C -1.14667 -2.46707 0.19446
O -0.31786 -2.22382 -0.62036
N -2.33895 -1.63033 0.11102
H -2.70087 -1.73761 -0.85633
H -3.04189 -1.90195 0.82577
C -1.91468 -0.20217 0.27405
H -0.57596 -2.63948 2.21177
H -0.19593 -4.02666 1.26058
H -1.92355 -3.70003 1.76423
H -0.95160 -0.03235 -0.17831
H -1.74709 -0.13889 1.35161
H -2.65603 0.53240 -0.00337
C 2.92657 -2.13170 0.36123
N 4.25396 -1.46723 0.56335
C 4.66234 -1.48747 2.00715
C 5.29035 -2.19477 -0.23155
C 4.05103 -0.07296 0.01780
C 5.08727 0.96275 0.36317
O 6.31108 0.67567 -0.29687
H 2.12849 -1.59056 0.86188
H 3.05322 -3.16451 0.68689
H 2.69155 -2.20704 -0.70021
H 4.74662 -2.53479 2.27517
H 3.88109 -1.00864 2.60237
H 5.55619 -0.89482 2.16969
H 6.19089 -1.58563 -0.19983
H 4.96645 -2.09547 -1.27136
H 5.42460 -3.23916 0.01955
H 3.18913 0.24750 0.62319
H 3.66856 -0.12559 -0.99872
H 5.15765 1.02848 1.45425
H 4.68844 1.93198 0.04359
H 6.89478 1.43280 -0.18413
C 0.27364 -3.02637 -3.79336
N 0.43555 -2.29347 -5.02830
C 1.78250 -2.61816 -5.63289
C -0.61465 -2.76095 -5.97595
C 0.27772 -0.79915 -4.78739
C 0.81959 -0.26520 -3.48679
O 2.23755 -0.51297 -3.38035
H 0.37881 -4.09057 -3.97834
H -0.71367 -2.85559 -3.35373
H 0.93400 -2.63816 -3.02242
H 2.52412 -2.29342 -4.91360
H 1.78843 -2.14366 -6.60587
H 1.82287 -3.70417 -5.69072
H -0.39097 -2.39319 -6.97242
H -1.59873 -2.41157 -5.66456
H -0.67647 -3.84509 -5.91392
H -0.80482 -0.65015 -4.82715
H 0.61890 -0.27289 -5.67860
H 0.22261 -0.47469 -2.60041
H 0.72343 0.82279 -3.56809
H 2.72162 0.28988 -3.58822
C 1.75479 9.90658 0.98413
C 1.63718 8.57208 0.26781
C 1.31166 7.43755 1.22938
C 1.37301 6.04139 0.65860
N 1.23447 4.90865 1.65309
C 1.33162 3.57650 0.92529
C -0.02787 3.28703 0.37305
C -1.05558 4.27310 0.99580
C -0.23246 4.89270 2.10122
C 2.15859 5.00916 2.81252
C 3.62715 4.76356 2.45127
C 4.48957 4.49382 3.67761
H 2.76059 10.02364 1.39615
H 1.02289 9.98089 1.78780
H 1.63999 10.75862 0.31651
H 2.53717 8.30422 -0.29752
H 0.87756 8.64908 -0.51730
H 0.33474 7.65691 1.67065
H 2.01605 7.51393 2.06429
H 2.33651 5.87830 0.17128
H 0.56546 5.88411 -0.05408
H 1.67096 2.82138 1.63320
H 2.09629 3.76012 0.17021
H -0.32139 2.24885 0.37514
H -0.07071 3.58334 -0.67621
H -1.95644 3.76017 1.31465
H -1.34689 5.02269 0.26166
H -0.19063 4.17347 2.92767
H -0.46889 5.84895 2.55879
H 1.78884 4.27144 3.52921
H 2.07048 5.99179 3.26321
H 3.94232 5.72797 2.03770
H 3.72319 3.95064 1.73593
H 5.52727 4.46583 3.32602
H 4.32329 3.49700 4.08403
H 4.47015 5.29238 4.41515
P -4.28541 -3.48666 -2.35967
F -3.71197 -4.05922 -0.94817
F -5.12861 -2.40273 -1.54966
F -3.02186 -2.43398 -2.45164
F -4.84561 -2.93630 -3.75825
F -3.39009 -4.58152 -3.16581
F -5.53198 -4.51737 -2.22036
P 0.80039 0.28971 3.44191
F 2.11832 1.22769 3.00702
F 1.14439 0.53851 4.96907
F -0.24112 1.49895 3.48953
F -0.36486 -0.75113 3.75944
F 0.61997 0.19134 1.79619
F 1.79414 -1.00692 3.29279
P -2.28895 2.31485 -2.68763
F -3.07153 3.31642 -1.73240
F -3.24883 1.08593 -2.30318
F -3.23671 2.68854 -3.91267
F -1.39372 1.31245 -3.69784
F -1.23799 3.49926 -3.05345
F -1.22879 1.76993 -1.55916
P -5.29118 -2.38145 2.56523
F -5.96151 -3.87487 2.53527
F -4.38543 -2.85129 3.81674
F -4.09948 -2.96541 1.56269
F -4.56835 -0.94753 2.51535
F -6.16966 -1.97420 1.30054
F -6.41593 -1.88021 3.59002
```

These are the Löwdin partial charges, in e, on atoms 1 to 99: 0.03 -0.40 0.21 0.10 0.18 0.19 -0.01 0.10 0.10 0.11 0.10 0.08 0.11 0.06 -0.42 0.12 0.12 0.13 0.12 0.01 0.10 0.10 0.08 0.06 0.09 0.10 0.01 -0.34 0.03 0.01 -0.10 -0.23 -0.04 0.09 0.12 0.10 0.12 0.09 0.11 0.10 0.11 0.11 0.13 0.13 0.12 0.13 0.10 -0.02 -0.36 0.03 0.02 -0.08 -0.21 -0.08 0.12 0.11 0.09 0.09 0.11 0.11 0.11 0.12 0.11 0.13 0.15 0.11 0.12 0.09 -0.10 -0.26 -0.20 -0.10 -0.21 -0.10 -0.14 -0.10 -0.08 -0.13 -0.22 -0.08 0.08 0.08 0.08 0.11 0.12 0.12 0.11 0.14 0.14 0.10 0.12 0.09 0.10 0.13 0.11 0.13 0.13 0.14 0.13

---

# 3
Molecular formula: C3H3NO2
Method: DFT, the ωB97M-V functional and the def2-TZVPD basis

Computed properties:
LUMO level (spin up / spin down) = -1.2458 / -1.0239 eV
E_tot = -321.0427 Ha
highest occupied orbital energy (spin up / spin down) = -0.3615 / -0.3444 Ha
gap between HOMO and LUMO (spin up / spin down) = 0.3158 / 0.3068 Eh

The geometry in XYZ format:
```
9
C3H3NO2 (the ωB97M-V functional and the def2-TZVPD basis)
C 0.20897 -1.47792 -0.34537
C -0.09273 -0.30983 0.08903
C -1.19783 -0.86935 -0.72007
N 1.12940 2.02858 1.04005
O 2.05048 1.78303 1.73562
O 0.54603 2.98568 0.67127
H 0.79311 -2.35109 -0.49804
H -1.35319 -0.53173 -1.73936
H -2.08424 -1.25737 -0.23313
```

Charges in e, computed with Löwdin, in the same order as the atoms: -0.04 0.00 -0.13 -0.25 0.10 0.10 0.08 0.07 0.07

---

# 4
Molecular formula: C5H11N4O
Method: DFT, the ωB97M-V functional and the def2-TZVPD basis

Computed properties:
LUMO level = -4.5439 eV
E_tot = -490.9647 Ha
highest occupied orbital energy = -0.4713 Ha
charge = +1
gap between HOMO and LUMO = 0.3043 Eh

The geometry in XYZ format:
```
21
C5H11N4O (the ωB97M-V functional and the def2-TZVPD basis)
C -0.89644 0.58938 0.37990
C 0.98701 0.77152 -1.51640
C -1.81860 0.89051 1.46540
C 1.78575 0.43329 -2.72375
C -0.03679 -1.33566 2.31795
N 0.14472 -0.21715 0.54264
N -1.25649 0.77663 -0.87709
N -0.52145 0.68074 -1.84110
N 0.89944 -0.29935 -0.62674
O -1.17343 -1.96125 2.20562
H 1.24096 1.79369 -1.10610
H -1.62199 1.94450 1.86413
H -1.94685 0.06868 2.12975
H -2.80782 0.98437 1.02667
H 2.07406 1.36548 -3.17308
H 1.17472 -0.12436 -3.48367
H 2.75023 -0.13541 -2.47795
H 0.82267 -1.93479 2.22012
H 0.06036 -0.47587 2.94536
H 1.41473 -1.14650 -0.88632
H -1.27478 -2.66848 1.61465
```

Charges in e, computed with Löwdin, in the same order as the atoms: -0.39 -0.39 -0.01 -0.04 0.08 0.10 0.08 0.14 0.03 0.11 0.17 0.14 0.05 0.10 0.08 0.11 0.12 0.11 0.13 0.17 0.13